Entry 1:
# C3H11NOS2

A 2-piece molecular cluster, C3H11NOS2 overall (wB97M-V/def2-TZVPD, OMol25).

Values from the calculation:
ΔE to the lowest compared entry with this formula, charge and spin = 25.95 kcal per mole
DFT total energy = -1046.922904 hartree
Highest occupied orbital energy (spin up / spin down) = -0.49397 / -0.49185 hartree
⟨S²⟩ = 0.754

```
! wB97M-V def2-TZVPD RIJCOSX def2/J DEFGRID3
* xyz 1 2
S 0.521 2.487 2.151
S 1.335 0.650 1.672
C -0.021 -0.151 0.761
C 0.132 -0.352 -0.725
N 1.602 -0.308 -1.129
C 1.950 0.829 -1.943
H 0.191 2.199 3.428
H -0.239 -1.062 1.328
H -0.979 0.384 0.810
H -0.282 0.497 -1.258
H -0.336 -1.278 -1.072
H 2.191 -0.482 -0.308
H 1.455 0.820 -2.917
H 3.008 0.860 -2.194
H 1.604 1.727 -1.433
H -3.365 -1.837 0.930
H -4.603 -2.737 0.603
O -4.163 -2.245 1.297
*
```

Here are the natural (NBO) charges for atoms 1 to 5, given in e: number 1, S, carries -0.07; number 2, S, carries 0.11; number 3, C, carries -0.60; number 4, C, carries -0.27; number 5, N, carries -0.10

Entry 2:
# C36H40Ge2N5Pd

C36H40Ge2N5Pd as an isolated structure (wB97M-V/def2-TZVPD, OMol25).

Values from the calculation:
ΔE to the lowest compared entry with this formula, charge and spin = 46.96 kcal per mole
DFT total energy = -5951.200099 hartree
Highest occupied orbital energy (spin up / spin down) = -0.24338 / -0.24617 hartree
⟨S²⟩ = 0.779

```
! wB97M-V def2-TZVPD RIJCOSX def2/J DEFGRID3
* xyz 0 2
Pd 0.073 -0.044 0.539
C 2.168 -6.117 -3.017
C 2.010 -4.856 -2.221
C 3.128 -4.110 -1.852
C 2.999 -2.968 -1.102
C 1.749 -2.513 -0.624
N 1.702 -1.432 0.207
C 2.669 -1.338 1.169
C 3.122 -2.482 1.859
C 4.047 -2.403 2.872
C 4.604 -1.186 3.262
C 5.594 -1.117 4.387
C 4.174 -0.048 2.600
C 3.237 -0.115 1.577
N 2.867 1.093 0.949
C 3.723 2.019 0.475
C 2.976 3.117 0.116
C 1.659 2.768 0.416
N 1.607 1.539 0.919
C 0.621 -3.261 -1.028
C 0.767 -4.389 -1.830
N -0.670 -2.951 -0.577
C -1.655 -3.851 -0.354
C -2.776 -3.150 0.022
C -2.382 -1.814 0.011
N -1.107 -1.709 -0.348
H 3.166 -6.527 -2.874
H 2.035 -5.916 -4.081
H 1.436 -6.866 -2.722
H 4.110 -4.438 -2.164
H 3.878 -2.404 -0.825
H 2.711 -3.441 1.575
H 4.340 -3.309 3.383
H 6.040 -2.093 4.571
H 5.097 -0.797 5.304
H 6.390 -0.405 4.177
H 4.564 0.923 2.873
H 4.774 1.824 0.405
H 3.319 4.037 -0.307
H 0.777 3.370 0.305
H -0.121 -4.922 -2.137
H -1.488 -4.905 -0.429
H -3.738 -3.548 0.270
H -2.961 -0.942 0.248
C -1.403 2.822 2.688
Ge -2.803 2.163 1.421
C -3.717 0.626 2.333
C -4.259 3.566 1.354
Ge -1.436 1.442 -0.664
C -2.843 0.770 -1.923
C -4.188 0.835 -1.583
C -5.167 0.344 -2.426
C -4.809 -0.218 -3.639
C -3.473 -0.290 -3.996
C -2.500 0.188 -3.137
C -0.941 3.205 -1.488
C -0.210 3.244 -2.669
C 0.269 4.441 -3.173
C 0.045 5.623 -2.487
C -0.688 5.603 -1.313
C -1.173 4.405 -0.824
H -1.705 2.677 3.722
H -1.211 3.882 2.545
H -0.476 2.275 2.511
H -3.918 0.894 3.367
H -3.107 -0.271 2.326
H -4.669 0.401 1.860
H -4.629 3.706 2.366
H -5.088 3.249 0.729
H -3.904 4.523 0.983
H -4.472 1.284 -0.638
H -6.207 0.395 -2.135
H -5.572 -0.596 -4.305
H -3.192 -0.729 -4.944
H -1.454 0.103 -3.407
H -0.012 2.319 -3.197
H 0.835 4.449 -4.095
H 0.433 6.556 -2.868
H -0.867 6.519 -0.766
H -1.744 4.392 0.096
C -0.215 -0.702 2.603
H -0.549 -1.743 2.590
H -0.960 -0.055 3.067
H 0.746 -0.620 3.116
*
```

Here are the Löwdin charges for atoms 1 to 5, given in e: number 1, Pd, carries 0.68; number 2, C, carries -0.06; number 3, C, carries -0.29; number 4, C, carries -0.05; number 5, C, carries -0.02

Entry 3:
# C4H3N3

The molecule C4H3N3 (wB97M-V/def2-TZVPD, OMol25).

Values from the calculation:
ΔE to the lowest compared entry with this formula, charge and spin = 26.94 kcal per mole
DFT total energy = -318.441798 hartree
Highest occupied orbital energy = -0.34645 hartree
SMILES string = N#Cc1ncc[nH]1

```
! wB97M-V def2-TZVPD RIJCOSX def2/J DEFGRID3
* xyz 0 1
N -1.327 -2.448 1.844
C -0.844 -1.515 1.359
C -0.249 -0.401 0.689
N 0.657 0.414 1.165
C 0.958 1.234 0.094
C 0.188 0.921 -0.986
N -0.549 -0.155 -0.630
H 1.945 1.347 -0.308
H 0.228 1.385 -1.958
H -1.007 -0.783 -1.268
*
```

Here are the natural (NBO) charges for atoms 1 to 5, given in e: number 1, N, carries -0.27; number 2, C, carries 0.24; number 3, C, carries 0.21; number 4, N, carries -0.37; number 5, C, carries -0.15

Entry 4:
# C40H32N3P2SrTe

C40H32N3P2SrTe as an isolated structure (wB97M-V/def2-TZVPD, OMol25).

Values from the calculation:
ΔE to the lowest compared entry with this formula, charge and spin = 9.24 kcal per mole
DFT total energy = -2688.986601 hartree
Highest occupied orbital energy = -0.32906 hartree

```
! wB97M-V def2-TZVPD RIJCOSX def2/J DEFGRID3
* xyz 1 1
Sr -1.123 -1.067 -1.939
Te 1.625 1.744 -2.352
C 3.239 2.989 -1.861
C 3.020 4.265 -1.362
C 4.122 5.037 -1.024
N 5.382 4.630 -1.160
C 5.576 3.412 -1.655
C 4.546 2.553 -2.018
C 1.062 1.179 -0.348
P 1.390 -0.620 -0.394
C 1.081 -1.297 1.285
C 1.698 -0.793 2.430
C 1.466 -1.363 3.668
C 0.598 -2.443 3.792
C -0.025 -2.956 2.667
C 0.228 -2.386 1.424
C 3.191 -0.801 -0.535
C 3.727 -1.821 -1.313
C 5.102 -1.996 -1.396
C 5.949 -1.146 -0.701
C 5.422 -0.116 0.067
C 4.049 0.061 0.145
P -0.742 1.460 -0.409
C -1.412 1.098 1.260
C -2.687 0.551 1.367
C -3.259 0.300 2.607
C -2.551 0.599 3.761
C -1.279 1.150 3.667
C -0.714 1.396 2.427
C -0.984 3.254 -0.543
C -0.312 4.124 0.313
C -0.500 5.493 0.203
C -1.356 6.004 -0.766
C -2.023 5.143 -1.625
C -1.834 3.772 -1.512
H 2.019 4.656 -1.230
H 3.981 6.037 -0.626
H 6.608 3.095 -1.765
H 4.771 1.567 -2.402
H 2.364 0.057 2.345
H 1.957 -0.964 4.547
H 0.417 -2.882 4.764
H -0.697 -3.801 2.751
H -0.244 -2.817 0.545
H 3.067 -2.482 -1.863
H 5.508 -2.791 -2.008
H 7.022 -1.280 -0.764
H 6.080 0.561 0.597
H 3.638 0.894 0.702
H -3.255 0.336 0.467
H -4.254 -0.123 2.672
H -2.987 0.407 4.733
H -0.725 1.383 4.568
H 0.283 1.812 2.352
H 0.374 3.729 1.052
H 0.024 6.162 0.873
H -1.498 7.073 -0.853
H -2.683 5.536 -2.387
H -2.345 3.102 -2.193
C -5.856 -0.906 -1.351
C -6.256 -2.177 -0.976
C -5.322 -3.199 -0.947
C -4.006 -2.926 -1.290
N -3.616 -1.695 -1.649
C -4.526 -0.717 -1.678
C -2.940 -3.973 -1.286
C -3.183 -5.286 -0.906
C -2.145 -6.203 -0.932
C -0.887 -5.789 -1.337
C -0.727 -4.463 -1.695
N -1.721 -3.570 -1.673
H -6.547 -0.076 -1.389
H -7.286 -2.376 -0.709
H -5.627 -4.194 -0.662
H -4.172 0.267 -1.969
H -4.165 -5.599 -0.590
H -2.321 -7.228 -0.637
H -0.046 -6.465 -1.372
H 0.248 -4.097 -2.003
*
```

Here are the Löwdin charges for atoms 1 to 5, given in e: number 1, Sr, carries 1.20; number 2, Te, carries 1.21; number 3, C, carries -0.54; number 4, C, carries -0.11; number 5, C, carries -0.14

- Among the records above, which one has the lowest DFT total energy?
  C36H40Ge2N5Pd

- Which value of ΔE to the lowest compared entry with this formula, charge and spin does entry 3 give?
  26.94 kcal per mole